1.
{"formula": "C37H47BN9O4S3Ti", "method": "the ωB97M-V functional and the def2-TZVPD basis", "e_above_lowest_kcal_mol": 38.9, "total_energy_ev": -117005.667, "total_charge": 3, "lumo_ev": -9.6, "symbols": ["Ti", "C", "C", "C", "C", "N", "N", "B", "N", "N", "C", "C", "C", "C", "C", "S", "C", "C", "C", "C", "N", "N", "C", "C", "C", "C", "C", "S", "C", "C", "C", "C", "C", "S", "C", "C", "C", "C", "H", "H", "H", "H", "H", "H", "H", "H", "H", "H", "H", "H", "H", "H", "H", "H", "H", "H", "H", "H", "H", "H", "H", "H", "H", "H", "H", "H", "H", "H", "H", "H", "H", "H", "H", "H", "H", "H", "H", "N", "C", "C", "C", "N", "H", "H", "H", "H", "O", "C", "O", "C", "C", "C", "C", "C", "C", "N", "O", "O", "H", "H", "H", "H"], "positions_angstrom": [[-18.573, -2.069, -4.938], [-22.167, -1.408, -1.955], [-22.402, -1.811, -3.379], [-23.484, -1.491, -4.132], [-23.669, -2.015, -5.435], [-22.803, -2.870, -5.940], [-21.763, -3.231, -5.196], [-20.872, -4.211, -5.894], [-20.076, -3.710, -7.121], [-21.119, -4.526, -7.377], [-21.549, -4.798, -8.574], [-20.758, -4.163, -9.646], [-19.723, -3.401, -9.350], [-19.026, -2.691, -10.463], [-19.291, -3.118, -7.986], [-17.966, -2.144, -7.477], [-22.638, -5.768, -8.853], [-21.899, -6.880, -9.687], [-23.781, -5.233, -9.732], [-23.251, -6.439, -7.640], [-20.266, -5.257, -4.970], [-21.278, -6.087, -4.652], [-20.945, -7.233, -4.090], [-19.606, -7.614, -3.908], [-18.588, -6.770, -4.203], [-17.238, -7.002, -3.713], [-18.979, -5.528, -4.821], [-17.783, -4.423, -5.154], [-22.059, -8.122, -3.558], [-21.753, -8.340, -2.078], [-23.400, -7.407, -3.775], [-22.021, -9.483, -4.350], [-21.485, -2.716, -3.993], [-19.931, -2.983, -3.211], [-24.903, -1.658, -6.288], [-26.140, -2.024, -5.440], [-24.772, -0.212, -6.774], [-24.963, -2.409, -7.592], [-22.814, -0.556, -1.610], [-21.091, -1.205, -1.761], [-22.441, -2.199, -1.256], [-24.227, -0.771, -3.755], [-21.039, -4.439, -10.662], [-19.348, -2.988, -11.455], [-18.056, -3.003, -10.460], [-18.920, -1.614, -10.367], [-21.398, -6.552, -10.655], [-22.616, -7.645, -9.913], [-21.155, -7.374, -9.062], [-23.489, -4.469, -10.456], [-24.503, -4.777, -9.096], [-24.310, -6.132, -10.098], [-22.464, -6.893, -6.982], [-23.989, -7.175, -7.972], [-23.839, -5.780, -7.007], [-19.385, -8.591, -3.512], [-17.206, -7.908, -3.139], [-16.847, -6.193, -3.102], [-16.519, -7.123, -4.473], [-21.714, -7.374, -1.559], [-20.857, -8.912, -1.908], [-22.575, -8.931, -1.696], [-23.525, -6.481, -3.138], [-24.201, -8.084, -3.465], [-23.561, -7.156, -4.814], [-21.116, -10.020, -4.074], [-21.950, -9.387, -5.420], [-22.847, -10.091, -4.060], [-26.230, -1.653, -4.382], [-26.208, -3.136, -5.403], [-27.068, -1.657, -5.958], [-24.731, 0.620, -5.984], [-25.648, 0.011, -7.356], [-23.951, 0.008, -7.454], [-25.055, -3.494, -7.390], [-24.065, -2.282, -8.171], [-25.847, -2.110, -8.162], [-16.963, 0.342, -3.950], [-15.812, 0.619, -3.320], [-15.191, -0.587, -3.061], [-16.014, -1.553, -3.618], [-17.120, -1.001, -4.161], [-17.674, 0.963, -4.311], [-15.579, 1.613, -3.187], [-14.275, -0.736, -2.471], [-15.818, -2.586, -3.695], [-21.301, -0.705, -6.692], [-20.643, -0.045, -5.913], [-19.647, -0.647, -5.225], [-20.704, 1.405, -5.713], [-21.220, 2.247, -6.695], [-21.091, 3.621, -6.598], [-20.424, 4.239, -5.561], [-19.870, 3.385, -4.599], [-20.042, 2.033, -4.672], [-18.857, 3.883, -3.641], [-18.930, 4.998, -3.216], [-17.937, 3.088, -3.380], [-21.589, 1.867, -7.645], [-21.535, 4.169, -7.429], [-20.358, 5.335, -5.561], [-19.728, 1.447, -3.811]], "mulliken_charge": [0.591, -1.974, -0.195, -0.389, 0.064, -0.731, 1.376, -0.513, -0.385, -0.027, 0.677, -1.289, 0.587, -2.064, 0.794, -0.247, 1.978, -1.644, -1.332, -1.769, 1.206, -0.993, -0.158, -0.442, -0.032, -2.059, 1.504, -0.402, 1.942, -1.652, -1.384, -1.519, 1.116, -0.413, 1.851, -1.501, -1.668, -2.056, 0.421, 0.458, 0.386, 0.601, 0.469, 0.405, 0.541, 0.417, 0.333, 0.499, 0.403, 0.355, 0.303, 0.424, 0.057, 0.651, 0.287, 0.569, 0.448, 0.397, 0.463, 0.332, 0.414, 0.486, 0.235, 0.524, 0.082, 0.392, 0.295, 0.488, 0.315, 0.386, 0.410, 0.275, 0.566, 0.363, 0.210, 0.369, 0.528, -0.015, -0.154, -1.043, -0.486, 0.142, 0.381, 0.618, 0.424, 0.570, -0.502, 0.607, 0.266, 0.095, -0.561, -0.626, -0.628, -0.758, -0.039, 0.915, -0.514, -0.566, 0.393, 0.430, 0.499, 1.149]}

***

2.
{"formula": "C37H47N3P2PtSeSi", "method": "the ωB97M-V functional and the def2-TZVPD basis", "e_above_lowest_kcal_mol": 3.2, "total_energy_ev": -138654.859, "lumo_ev": 0.5, "symbols": ["Pt", "C", "P", "C", "C", "C", "C", "C", "C", "C", "C", "C", "C", "C", "C", "C", "C", "C", "C", "C", "P", "C", "C", "C", "C", "C", "C", "C", "C", "C", "C", "C", "C", "N", "H", "H", "H", "H", "H", "H", "H", "H", "H", "H", "H", "H", "H", "H", "H", "H", "H", "H", "H", "H", "H", "H", "H", "H", "H", "H", "C", "Si", "C", "C", "Se", "H", "H", "H", "H", "H", "H", "H", "H", "H", "C", "C", "C", "C", "N", "N", "H", "H", "H", "H", "H", "H", "H", "H", "H", "H", "H", "H"], "positions_angstrom": [[-0.283, 0.222, -0.464], [1.713, -0.115, -2.963], [0.303, -1.065, -2.256], [0.880, -2.741, -1.886], [2.171, -3.185, -2.149], [2.552, -4.473, -1.792], [1.646, -5.320, -1.175], [0.354, -4.879, -0.905], [-0.028, -3.595, -1.253], [-0.920, -1.260, -3.579], [-0.916, -2.338, -4.457], [-1.873, -2.421, -5.459], [-2.831, -1.428, -5.589], [-2.841, -0.351, -4.712], [-1.895, -0.271, -3.704], [2.370, 0.615, -1.832], [3.598, 1.221, -1.652], [3.559, 1.867, -0.385], [2.314, 1.609, 0.155], [1.623, 1.966, 1.434], [-0.185, 1.953, 1.053], [-0.429, 3.608, 0.354], [-0.081, 4.749, 1.077], [-0.204, 6.004, 0.505], [-0.666, 6.129, -0.799], [-0.998, 4.999, -1.530], [-0.879, 3.742, -0.955], [-1.031, 1.859, 2.647], [-1.803, 2.878, 3.195], [-2.411, 2.697, 4.431], [-2.250, 1.504, 5.118], [-1.496, 0.477, 4.564], [-0.896, 0.647, 3.328], [1.604, 0.860, -0.733], [1.251, 0.578, -3.675], [2.399, -0.742, -3.533], [2.894, -2.530, -2.617], [3.562, -4.808, -1.992], [1.947, -6.321, -0.895], [-0.354, -5.535, -0.417], [-1.029, -3.241, -1.027], [-0.170, -3.117, -4.356], [-1.870, -3.265, -6.136], [-3.581, -1.498, -6.366], [-3.600, 0.416, -4.801], [-1.925, 0.537, -2.983], [4.425, 1.215, -2.345], [4.355, 2.430, 0.075], [1.935, 2.936, 1.823], [1.777, 1.223, 2.222], [0.289, 4.658, 2.092], [0.066, 6.885, 1.073], [-0.757, 7.110, -1.247], [-1.348, 5.095, -2.549], [-1.126, 2.849, -1.516], [-1.940, 3.809, 2.661], [-3.016, 3.490, 4.852], [-2.728, 1.367, 6.079], [-1.388, -0.463, 5.089], [-0.336, -0.166, 2.874], [-4.611, 0.441, 2.142], [-4.175, 0.438, 0.324], [-5.617, -0.258, -0.643], [-3.887, 2.197, -0.240], [-2.416, -0.943, -0.039], [-5.518, 1.022, 2.333], [-3.797, 0.866, 2.731], [-4.778, -0.580, 2.491], [-6.530, 0.312, -0.453], [-5.800, -1.298, -0.366], [-5.406, -0.233, -1.714], [-4.814, 2.770, -0.148], [-3.573, 2.224, -1.285], [-3.124, 2.696, 0.359], [3.657, -3.654, 2.127], [3.761, -2.134, 2.086], [4.691, -1.638, 3.189], [4.293, -1.670, 0.726], [2.437, -1.562, 2.402], [1.419, -1.761, 1.431], [4.631, -4.109, 1.939], [2.967, -4.017, 1.361], [3.297, -3.984, 3.103], [5.693, -2.048, 3.061], [4.311, -1.935, 4.167], [4.770, -0.548, 3.164], [5.327, -1.997, 0.596], [4.262, -0.580, 0.636], [3.722, -2.094, -0.102], [2.553, -0.559, 2.497], [0.952, -2.640, 1.618], [1.801, -1.800, 0.489]], "mulliken_charge": [3.690, -1.271, -0.117, 0.380, -0.281, -0.405, -0.620, -0.595, -0.412, 0.841, -0.457, -0.688, -0.511, -0.661, -0.498, 0.330, -1.286, -1.260, 0.413, -1.113, -1.166, 0.591, -0.335, -0.855, -0.550, -0.848, -0.098, 1.060, -0.419, -0.775, -0.612, -0.688, -0.523, -0.219, 0.453, 0.658, 0.155, 0.412, 0.376, 0.436, 0.354, 0.423, 0.410, 0.382, 0.431, 0.070, 0.461, 0.506, 0.666, 0.232, 0.440, 0.414, 0.394, 0.431, 0.484, 0.403, 0.391, 0.364, 0.441, 0.185, -0.535, 0.605, -1.125, -0.652, -0.743, 0.357, -0.060, 0.272, 0.329, 0.313, 0.261, 0.499, 0.196, -0.053, -1.684, 1.945, -1.848, -1.434, -0.513, 0.429, 0.410, 0.176, 0.408, 0.412, 0.390, 0.387, 0.580, 0.111, 0.268, 0.228, 0.256, -0.599]}